No. 1
Here is C3H4N2 in the gas phase in a non-equilibrium geometry from OMol25. Energies are from ωB97M-V/def2-TZVPD.

Summary:
Lowest unoccupied orbital energy, eV: 0.873
Structure (SMILES): c1c[nH]cn1
Gap between HOMO and LUMO, eV: 9.61
Energy above the lowest of the compared OMol25 structures with the same formula, charge and spin, kcal/mol: 12.3
HOMO, eV: -8.735

Last column: Mulliken charge in e.
Element x y z (Å)
N: -0.0765 -0.7780 -0.5760  -0.078
N: -0.8896 0.9148 0.6694  -0.517
C: 0.9846 -0.0670 -0.0825  -0.198
C: 0.4677 1.0549 0.5921  -0.285
C: -1.1984 -0.1444 -0.1065  -0.121
H: 2.0330 -0.3349 -0.4437  0.305
H: -2.2446 -0.6447 -0.1673  0.276
H: 1.0902 1.7124 1.1527  0.366
H: -0.1665 -1.7130 -1.0382  0.252


No. 2
Here is a molecular structure, BrCd from OMol25. Energies are from ωB97M-V/def2-TZVPD.

Summary:
Lowest unoccupied orbital energy (spin up / spin down), eV: -14.837 / -15.292
Charge: +2
Multiplicity: 2
Gap between HOMO and LUMO (spin up / spin down), eV: 8.41 / 7.49
Energy above the lowest of the compared OMol25 structures with the same formula, charge and spin, kcal/mol: 0.0
HOMO (spin up / spin down), eV: -23.242 / -22.784

Last column: Mulliken spin population.
Element x y z (Å)
Cd: 12.5322 7.9080 6.2885  -0.037
Br: 14.1899 6.4368 4.7613  1.037


No. 3
Here is 15 unconnected molecules or ions with the total composition C90H213N11O22 in a non-equilibrium geometry from OMol25. Energies are from ωB97M-V/def2-TZVPD.

Summary:
Lowest unoccupied orbital energy, eV: 0.508
Gap between HOMO and LUMO, eV: 8.62
HOMO, eV: -8.110

Last column: Mulliken charge in e.
Element x y z (Å)
O: -21.5721 -16.9827 26.4452  1.034
O: -21.6163 -13.9639 29.3662  1.058
O: -23.1327 -10.7077 25.7859  -0.318
O: -20.8354 -14.2327 22.7558  0.445
O: -24.0124 -16.8164 24.8289  0.885
O: -25.3308 -19.1517 23.4917  -0.408
O: -18.7413 -19.2317 21.4999  -0.069
O: -19.1518 -12.1583 21.5096  0.750
O: -17.2409 -15.4762 27.5403  0.302
O: -25.8748 -14.8712 34.1019  -0.418
O: -27.1749 -12.9295 32.2885  -0.741
O: -17.8281 -15.1224 19.3248  -0.017
O: -21.0518 -12.9783 32.0716  0.773
O: -14.6548 -19.4654 17.7191  -0.337
O: -13.0093 -11.9183 28.6300  -0.258
O: -21.2572 -8.9903 30.4810  -0.560
O: -25.1949 -19.0964 30.7598  -0.428
O: -17.3205 -10.4316 27.3109  -0.685
O: -25.9458 -12.1251 19.3496  -0.569
O: -16.0007 -10.8225 31.8712  -0.437
O: -15.9616 -15.9586 31.6786  -0.440
O: -20.4056 -17.5325 17.3670  -0.286
N: -26.6184 -13.1418 30.9760  0.956
N: -17.2713 -13.3696 31.0746  -0.346
N: -19.8282 -11.0439 22.0624  0.787
N: -17.5122 -19.7735 17.6780  -0.266
N: -15.8267 -13.4854 28.5599  2.321
N: -21.5785 -8.9282 27.6284  0.050
N: -24.8407 -19.7249 22.2644  -0.109
N: -25.3565 -16.1081 31.4427  1.152
N: -26.2541 -13.4737 19.7722  0.495
N: -17.6758 -16.6892 21.7853  0.901
N: -20.0039 -14.6599 26.3628  1.571
C: -27.1780 -13.9902 18.6986  1.529
C: -20.2172 -13.5341 34.3160  -1.574
C: -17.2288 -17.8210 22.5480  -0.086
C: -17.1579 -14.6500 20.4716  0.373
C: -20.9267 -14.9051 24.0146  1.457
C: -21.4828 -15.1317 32.8247  -0.106
C: -28.5220 -14.4509 30.3878  -1.869
C: -25.9297 -17.4070 26.2300  -0.419
C: -25.2888 -14.9722 25.7737  -0.220
C: -21.9587 -9.9907 29.7841  1.068
C: -24.3625 -12.6325 31.7728  -0.050
C: -25.4219 -13.1763 22.0929  -1.432
C: -19.3575 -20.4560 21.3556  -0.853
C: -25.4823 -12.2440 30.7357  2.090
C: -15.0160 -16.9174 31.1419  -0.629
C: -27.2066 -13.2978 28.6051  -1.134
C: -22.4895 -19.4038 23.0302  -1.179
C: -24.9532 -18.8202 21.0496  2.663
C: -20.8450 -13.6840 27.0180  0.800
C: -25.6334 -16.8760 30.1903  -0.128
C: -27.7159 -12.3590 21.4687  -1.877
C: -21.2752 -13.6798 33.2223  1.602
C: -15.6933 -15.3970 25.5449  -1.037
C: -18.7508 -10.2243 22.5635  1.603
C: -20.0913 -10.1890 19.7045  -1.556
C: -24.6936 -18.0333 29.9338  -0.824
C: -24.2581 -17.4238 21.2548  -0.543
C: -12.0748 -12.4236 27.7111  -0.742
C: -21.4583 -15.0043 21.7410  -0.726
C: -20.8487 -9.4294 31.7748  -0.536
C: -19.3036 -8.9050 23.0538  -1.198
C: -23.2316 -11.8443 24.9301  0.290
C: -26.6673 -13.4427 21.1869  2.045
C: -22.6529 -9.3521 28.5573  -0.881
C: -20.5221 -13.6777 28.5551  0.582
C: -25.0227 -12.3825 29.3339  0.952
C: -20.1051 -8.2034 21.9856  -0.740
C: -14.5131 -13.9525 28.9732  0.160
C: -25.1656 -16.0788 33.9198  -0.120
C: -19.8782 -18.6683 25.9667  0.431
C: -26.4208 -18.5823 20.8609  -2.015
C: -17.9553 -12.1093 31.4901  0.591
C: -13.4848 -19.1046 17.0343  -0.751
C: -17.2804 -11.8726 27.5207  1.732
C: -28.3649 -13.0734 18.2859  -1.695
C: -24.3638 -19.6027 19.8716  -1.943
C: -25.5059 -14.1085 35.3063  -0.820
C: -23.0670 -21.0719 21.3137  -1.933
C: -24.3587 -20.2476 30.7363  -0.750
C: -25.8467 -10.7722 30.9419  -2.147
C: -27.7329 -15.3436 19.1669  -1.115
C: -15.8022 -12.2080 27.7830  -1.677
C: -20.6912 -10.4813 21.0678  2.021
C: -21.2444 -18.0552 16.3096  -0.688
C: -16.5560 -16.2431 26.6254  1.458
C: -15.0918 -9.8041 31.5036  -0.796
C: -16.6705 -19.1326 18.7285  0.711
C: -15.3945 -18.3613 18.1689  -0.979
C: -28.7631 -12.0575 30.1664  -1.870
C: -21.0508 -18.2581 26.8311  0.888
C: -16.6124 -15.8484 21.3080  -0.638
C: -25.6515 -16.8232 32.6612  -0.518
C: -26.3859 -14.1775 17.4045  -1.811
C: -20.6847 -18.3826 28.3065  -0.930
C: -27.8229 -13.2114 29.9962  1.892
C: -15.5434 -17.2063 27.3730  -1.913
C: -17.9445 -14.6302 31.3191  0.593
C: -23.8432 -21.4464 23.6225  -2.316
C: -13.5681 -12.8791 29.5468  -0.728
C: -22.0161 -9.9135 25.4533  1.425
C: -19.6454 -18.5767 17.8444  0.998
C: -17.6430 -9.9362 21.5668  -1.748
C: -26.1968 -12.2060 28.3453  -0.640
C: -18.2613 -14.0964 18.4640  -0.667
C: -22.0790 -15.3141 29.3238  -0.458
C: -28.2944 -15.2919 20.6049  -1.020
C: -23.0087 -20.2373 20.0556  0.566
C: -18.3778 -18.7993 17.0242  -0.559
C: -17.1531 -10.9001 31.0689  0.098
C: -18.0428 -10.8693 23.7250  -1.865
C: -18.5856 -9.9289 27.5245  -0.557
C: -18.3312 -18.8839 22.7576  0.279
C: -27.0926 -14.8446 21.5973  -0.457
C: -25.3556 -16.3809 25.2030  1.038
C: -17.1039 -15.8136 30.8372  1.275
C: -21.8219 -11.4517 20.7700  -1.899
C: -19.8273 -14.4350 24.9367  0.695
C: -23.5698 -20.3587 22.5252  2.752
C: -21.2403 -9.2085 21.5931  -1.224
C: -22.0186 -8.6074 26.2688  -1.870
H: -15.2094 -12.4620 26.8718  0.487
H: -19.0852 -14.8145 26.7871  -0.804
H: -25.9671 -18.4359 25.7432  0.231
H: -20.4953 -15.4709 32.3686  -0.109
H: -26.2316 -10.5494 31.9228  0.480
H: -17.9434 -17.7922 16.8741  0.119
H: -17.7890 -13.9873 21.1104  -0.477
H: -19.1710 -17.8197 25.8915  -0.883
H: -13.0901 -19.9035 16.4621  0.273
H: -21.5939 -9.0134 32.4575  0.329
H: -21.0893 -10.5220 25.5472  -0.311
H: -24.5570 -13.8103 21.7908  -0.078
H: -29.0790 -11.8963 31.1884  0.282
H: -21.5464 -13.2942 31.2853  -0.980
H: -24.2739 -18.8166 19.0592  0.364
H: -23.7667 -21.8953 21.0856  0.417
H: -24.7190 -16.8876 20.4428  0.544
H: -15.4282 -8.8839 31.8850  0.371
H: -27.4764 -14.8156 22.6171  0.583
H: -18.7961 -14.5066 17.6106  0.256
H: -22.1312 -11.9096 21.6923  0.040
H: -16.2201 -19.8793 19.4655  0.243
H: -25.9395 -15.2929 31.3764  -0.959
H: -15.9567 -17.7638 28.1963  0.358
H: -28.7723 -16.2744 20.8209  0.417
H: -27.3458 -11.4702 20.9538  0.424
H: -26.3245 -15.5375 21.5261  -0.638
H: -24.6867 -18.3609 28.8442  0.636
H: -22.1435 -18.6330 22.3594  -0.471
H: -18.0511 -19.6942 23.4265  0.693
H: -20.5676 -14.2535 35.0574  0.455
H: -21.1636 -14.5763 20.8106  0.403
H: -18.6850 -8.8560 27.3774  0.529
H: -23.1847 -11.5655 23.8651  -0.173
H: -16.2137 -14.6068 24.9430  0.117
H: -23.2101 -17.5638 21.1651  0.144
H: -17.8489 -12.0736 28.4547  -1.268
H: -24.2280 -12.2856 25.1798  -0.372
H: -25.2978 -16.7972 34.7220  0.476
H: -22.2458 -18.3122 16.7541  0.116
H: -26.1447 -13.2823 35.2412  0.309
H: -26.6976 -18.5847 19.8034  0.430
H: -23.3395 -8.5606 28.7599  0.221
H: -19.4179 -10.4509 26.9151  0.359
H: -18.1301 -14.7646 32.3686  -0.093
H: -26.7640 -17.6670 21.2650  0.003
H: -22.2642 -13.2555 33.7291  -0.491
H: -19.8946 -8.9373 32.0017  0.359
H: -17.2376 -18.5512 19.4520  -0.879
H: -22.3173 -19.3692 20.1803  -0.390
H: -20.0147 -12.5481 34.7786  0.331
H: -13.7236 -18.2407 16.3817  0.300
H: -28.3837 -11.1862 29.7117  0.443
H: -21.4104 -7.9058 25.7549  0.699
H: -24.8706 -21.1980 30.4492  0.262
H: -14.9331 -17.8262 18.9230  0.707
H: -18.9899 -12.1109 31.0002  -0.952
H: -21.2601 -10.8576 29.4327  -0.591
H: -25.9967 -13.1935 17.0516  0.371
H: -16.8263 -9.5359 22.1678  0.573
H: -16.8157 -17.4727 23.5176  -0.397
H: -22.0474 -15.6900 28.2839  0.106
H: -18.8448 -13.3755 18.9656  -0.195
H: -19.2411 -18.2207 18.7756  -1.042
H: -19.3686 -19.5295 26.3205  0.959
H: -18.5388 -19.2578 16.0459  0.537
H: -21.4739 -15.9291 30.0195  0.236
H: -22.7050 -10.4581 30.4697  0.055
H: -18.8255 -10.0185 28.5977  -0.162
H: -26.5849 -10.4929 30.2019  0.344
H: -21.8263 -13.8770 26.6835  0.307
H: -22.5308 -12.6302 25.1380  0.059
H: -15.0350 -16.8141 30.0414  0.034
H: -14.0805 -10.0245 31.9688  0.231
H: -12.4601 -13.1774 27.0196  0.210
H: -19.7643 -11.1466 19.3481  0.082
H: -25.0698 -17.5297 27.0183  -0.545
H: -29.2623 -14.6479 29.5978  0.495
H: -11.6720 -11.5902 27.1627  0.307
H: -22.8145 -18.8926 23.9578  0.177
H: -19.2732 -18.4791 23.2771  -0.858
H: -26.6552 -11.2407 28.4162  0.604
H: -18.4716 -8.2679 23.3372  0.604
H: -28.9029 -14.3788 31.4594  0.265
H: -12.6761 -18.7160 17.7067  0.250
H: -14.0123 -16.6866 31.6267  0.220
H: -17.2707 -10.2503 24.1388  0.683
H: -22.9556 -8.0983 26.2840  0.392
H: -19.9979 -20.3139 20.4929  -0.116
H: -11.2419 -12.9868 28.1941  0.328
H: -16.0975 -15.5240 22.2491  0.178
H: -26.8316 -17.0798 26.7443  0.515
H: -24.4649 -16.9643 22.1929  -0.644
H: -24.1103 -15.7627 33.9618  -0.343
H: -21.8903 -14.8072 24.5823  -1.145
H: -22.9520 -22.0995 23.6658  0.395
H: -24.9352 -10.1781 30.7162  0.315
H: -14.8938 -9.8198 30.4089  0.274
H: -24.1272 -20.9932 24.5428  0.271
H: -20.7666 -10.5585 31.8686  0.043
H: -21.4136 -17.2630 15.5832  0.286
H: -29.6367 -12.3605 29.5279  0.487
H: -28.0751 -13.2956 27.9294  0.619
H: -28.7007 -12.7412 21.1543  0.311
H: -20.8343 -16.0262 23.9024  -0.379
H: -15.2680 -11.4117 28.2831  0.654
H: -22.1743 -15.1441 31.9750  -0.584
H: -22.6923 -20.7660 19.1461  0.594
H: -22.1115 -9.5851 24.3751  -0.273
H: -21.8662 -15.8035 33.5954  0.570
H: -21.3514 -17.9651 29.0513  -0.318
H: -17.7268 -9.8860 31.1707  0.239
H: -29.1701 -14.6049 20.6091  0.594
H: -22.6816 -10.9773 20.2592  0.525
H: -17.8365 -9.1607 20.8512  0.414
H: -15.1289 -17.9019 26.6467  0.568
H: -21.5158 -19.9275 23.2062  0.382
H: -25.6086 -16.2209 29.3299  -0.653
H: -17.8179 -16.7542 30.9468  0.395
H: -21.4035 -12.2221 20.1461  0.166
H: -24.2201 -11.6804 29.1796  -0.697
H: -20.1924 -18.9854 24.9448  -1.054
H: -16.9772 -20.1851 16.9915  0.387
H: -23.5000 -20.2099 30.0055  0.213
H: -25.6916 -13.4489 23.1419  0.005
H: -17.4019 -13.5525 18.1444  0.475
H: -14.0281 -14.5023 28.1431  0.378
H: -23.1471 -10.0887 27.9741  0.123
H: -25.7613 -12.2276 27.3722  0.206
H: -20.8561 -8.2709 28.0150  0.337
H: -26.9400 -19.3936 21.3402  0.524
H: -25.1686 -14.9307 26.8305  -0.450
H: -20.2585 -12.7131 28.9633  -0.868
H: -25.0780 -17.7540 32.5311  0.344
H: -16.4504 -13.4202 29.3860  -1.231
H: -25.7437 -14.6379 36.1864  0.362
H: -27.7066 -15.1478 30.2924  0.458
H: -24.5314 -14.3567 25.4441  -0.782
H: -24.2670 -13.7147 31.8611  -0.411
H: -21.8284 -19.0166 26.6156  0.524
H: -26.7071 -17.0833 32.7828  0.318
H: -19.5104 -7.9859 21.0389  0.326
H: -26.3116 -14.6211 25.5710  0.810
H: -29.0440 -12.9780 19.1409  0.348
H: -17.4979 -11.6907 23.3666  0.619
H: -25.0610 -20.3809 19.5348  0.361
H: -18.8581 -14.8470 24.5632  0.122
H: -26.6686 -13.6492 32.8344  0.526
H: -24.6487 -12.1887 32.7373  0.456
H: -17.6863 -12.3895 26.6067  0.138
H: -14.6805 -15.0811 25.8483  0.309
H: -21.7307 -9.5663 22.4981  0.021
H: -16.3968 -13.3522 31.5435  0.414
H: -17.3218 -10.8776 21.0877  -0.030
H: -20.5480 -7.3089 22.3315  0.612
H: -22.1074 -21.4583 21.4784  0.564
H: -15.3573 -16.1959 24.7879  0.494
H: -16.6427 -14.6478 27.7967  -0.874
H: -27.7914 -12.0952 22.4979  0.478
H: -20.5810 -12.6748 26.6890  -0.299
H: -19.2539 -13.9681 33.9723  0.183
H: -19.6547 -14.3940 28.7494  -0.689
H: -25.1039 -12.2631 19.0286  0.335
H: -14.7241 -16.6800 27.8754  0.218
H: -23.6398 -17.8403 30.1606  0.264
H: -26.7454 -14.2183 28.4712  -0.373
H: -19.3211 -9.4733 19.6049  0.433
H: -20.0380 -8.9685 23.8496  -0.318
H: -20.8342 -16.2683 26.4737  -0.719
H: -28.9202 -13.5250 17.4238  0.425
H: -20.9818 -9.8012 19.1650  0.440
H: -19.7042 -13.3081 24.7856  -1.171
H: -18.7515 -11.1675 24.4520  -0.300
H: -28.4630 -15.6297 18.4166  0.497
H: -18.6079 -21.2488 21.1167  0.270
H: -23.9715 -20.4182 31.7247  0.325
H: -24.7985 -18.3331 23.6835  -0.048
H: -22.4993 -14.8820 21.8633  -0.111
H: -16.7998 -15.6464 29.7854  -0.848
H: -24.7131 -22.0345 23.2424  0.518
H: -26.6881 -17.2205 30.2593  0.958
H: -16.9408 -10.9576 30.0015  0.114
H: -20.5493 -19.4565 28.4545  0.611
H: -25.1191 -12.0837 22.0450  0.521
H: -12.7338 -13.5189 30.0376  0.576
H: -19.6614 -17.8867 28.4026  -0.228
H: -27.0713 -14.6318 16.6578  0.393
H: -22.0240 -8.7279 20.9686  0.456
H: -14.7373 -14.6587 29.8143  -0.432
H: -25.4775 -14.7591 17.6829  0.385
H: -18.1948 -17.0175 20.9726  -0.446
H: -18.9457 -14.5757 30.7561  -1.132
H: -20.1460 -19.5198 18.0638  0.139
H: -15.6883 -17.7177 17.3281  0.329
H: -27.9674 -12.1252 17.9559  0.365
H: -20.9361 -18.9535 15.7677  0.347
H: -23.4776 -12.2658 31.3789  -0.724
H: -14.1846 -12.2860 30.3026  -0.124
H: -17.2757 -16.8752 26.1794  -0.401
H: -19.5731 -12.9941 21.8558  -0.078
H: -15.8051 -16.2866 20.7076  0.057
H: -24.5675 -13.3398 29.1757  -0.877
H: -18.2429 -12.1104 32.6044  0.023
H: -16.1959 -14.0832 20.1080  0.451
H: -23.4470 -16.8287 25.6623  -0.993
H: -15.3389 -17.9077 31.3734  0.322
H: -20.0132 -20.7461 22.1471  0.680
H: -25.8816 -16.4127 24.2341  0.049
H: -21.0761 -16.0252 21.7326  -0.033
H: -16.3586 -18.2358 22.0496  0.353
H: -26.8823 -16.0436 19.0466  0.248
H: -24.4444 -13.8454 35.2918  0.197
H: -23.1087 -15.3354 29.7031  -0.838


Taking the records one at a time from the top gives E_tot values of -6155.3666; -74582.3981; -158202.7378 eV.